Formula: C19H15BrIrNO6S3
Source: OMol25
Level of theory: ωB97M-V with the def2-TZVPD basis set

Geometry as XYZ:
```
46
Properties=species:S:1:pos:R:3:forces:R:3:nbo_charge:R:1
Ir 2.1102 1.3159 1.2296 0.21 1.93 -2.01 1.3409
Br 2.7978 -4.4701 -4.1458 0.01 0.02 0.01 0.0152
C 3.3944 -3.0837 -2.9838 -0.03 -0.06 -0.02 -0.0596
C 4.7529 -2.9085 -2.7844 0.04 0.01 0.00 -0.2629
C 5.1812 -1.9012 -1.9326 -0.04 -0.09 -0.05 -0.1531
C 4.2624 -1.0794 -1.2932 -0.02 0.29 0.20 -0.1647
C 2.9064 -1.2693 -1.5190 0.09 -0.10 -0.07 -0.0982
C 2.4600 -2.2793 -2.3585 -0.08 0.05 0.02 -0.2774
C 4.7669 0.0159 -0.3503 0.25 -0.56 -0.23 0.7795
O 5.9523 0.0164 -0.0553 -0.20 0.12 0.03 -0.6449
O 3.8903 0.8820 0.0138 -0.65 0.20 0.45 -0.8014
H 5.4640 -3.5517 -3.2844 -0.01 0.00 -0.01 0.2188
H 6.2362 -1.7428 -1.7564 -0.01 0.03 0.07 0.2396
H 2.1966 -0.6177 -1.0321 0.03 0.01 0.01 0.1972
H 1.4013 -2.4322 -2.5203 0.01 -0.03 -0.03 0.2219
O 1.4568 -0.8341 2.1741 0.47 -0.11 -0.06 -1.0210
S 1.3108 0.1002 3.3159 -1.31 -0.18 1.28 2.5267
O 0.9405 -0.5241 4.5508 0.10 0.02 0.00 -0.9618
O 2.5548 0.9307 3.4010 0.45 0.11 -0.30 -0.9698
O 0.2585 1.1295 2.8536 0.79 0.03 0.48 -1.0201
S 2.0436 3.4234 0.3682 0.17 -1.39 0.89 -0.2372
N 0.0996 0.6950 0.2064 0.82 0.47 -0.05 -1.1431
S -1.0345 0.2166 1.2936 -1.50 -0.51 -1.29 1.1533
C -2.0468 1.6923 1.4815 0.03 0.01 0.19 -0.1022
C -1.4963 2.9556 1.3752 0.17 -0.10 -0.04 -0.2245
C -2.2979 4.0692 1.5746 -0.08 0.02 -0.01 -0.1956
C -3.6460 3.9177 1.8635 -0.01 0.00 0.00 -0.2122
C -4.1908 2.6458 1.9747 0.02 -0.02 0.03 -0.2170
C -3.3892 1.5301 1.7927 0.00 -0.10 0.06 -0.2427
C -2.1522 -0.5343 0.0218 0.26 -0.26 0.37 -0.1262
C -2.4793 0.0858 -1.1765 0.01 0.17 0.00 -0.2413
C -3.2182 -0.6022 -2.1246 0.01 0.06 0.01 -0.2029
C -3.6279 -1.9090 -1.8824 0.01 -0.06 0.07 -0.2132
C -3.3002 -2.5269 -0.6855 -0.08 -0.01 -0.10 -0.2143
C -2.5600 -1.8369 0.2663 0.05 0.06 0.17 -0.2547
H 0.3569 -0.1576 -0.2893 -0.11 -0.06 0.04 0.3645
H -0.4475 3.0581 1.1437 0.04 0.04 0.00 0.2516
H -1.8598 5.0568 1.5132 0.00 0.00 -0.05 0.2150
H -4.2767 4.7867 2.0030 0.03 0.01 0.03 0.2077
H -5.2394 2.5198 2.2121 0.00 -0.01 -0.02 0.2099
H -3.8099 0.5359 1.8837 -0.02 0.01 0.00 0.2204
H -2.1479 1.1013 -1.3561 0.04 -0.02 -0.02 0.2389
H -3.4702 -0.1224 -3.0621 0.00 0.01 0.01 0.2109
H -4.1991 -2.4453 -2.6297 0.01 0.00 0.00 0.2095
H -3.6125 -3.5462 -0.4972 0.01 0.01 0.02 0.2127
H -2.2920 -2.3059 1.2067 0.03 -0.04 -0.04 0.2280
```
Forces are in eV/Å.

Its total charge is -1. The spin multiplicity is 6. The HOMO-LUMO gap (alpha / beta) is 7.383 / 7.034 eV.

Formula: C6H10
Source: OMol25
Level of theory: ωB97M-V with the def2-TZVPD basis set

Geometry as XYZ:
```
16
Properties=species:S:1:pos:R:3:forces:R:3:nbo_charge:R:1
C 2.3460 1.2005 -0.3256 -10.25 -13.62 1.70 -0.3865
C 1.2598 0.8526 0.5359 1.54 0.86 -0.41 -0.1327
C 0.7401 -0.6424 0.8724 -4.24 7.81 -2.97 -0.3923
C -0.7749 -0.6004 0.5926 2.15 -8.00 -3.98 -0.3969
C -1.1931 -0.2539 -0.8294 -0.44 -1.56 5.92 -0.1830
C -2.4018 -0.3011 -1.1980 -1.24 0.68 -6.86 -0.3429
H 2.7224 1.9649 -0.1361 6.10 12.47 1.73 0.1537
H 2.7305 0.3441 -0.8182 0.93 -0.18 -0.65 0.1865
H 0.6958 1.6609 1.1223 1.14 -0.93 -0.79 0.1764
H 1.3612 -1.0630 0.3060 4.39 -4.93 -4.59 0.1861
H 0.8846 -0.8045 1.8196 1.00 -1.00 5.31 0.1984
H -1.1397 -1.7156 0.9831 0.35 2.67 -1.38 0.1870
H -0.9463 -0.0526 1.3397 -3.03 5.04 5.34 0.1910
H -0.4886 0.0950 -1.3780 4.74 1.76 -3.91 0.1868
H -3.1029 -0.4884 -0.5337 -3.64 -1.21 2.73 0.1777
H -2.6931 -0.1962 -2.3525 0.51 0.13 2.83 0.1906
```
Forces are in eV/Å.

Its total charge is 0. As for the SMILES: C=CCCC=C. The HOMO-LUMO gap is 10.519 eV.

Formula: C34H43Cl2N3O10S2SiTa
Source: OMol25
Level of theory: ωB97M-V with the def2-TZVPD basis set

Geometry as XYZ:
```
96
Properties=species:S:1:pos:R:3:forces:R:3:mulliken_charge:R:1
Ta 1.6508 0.8284 0.3670 -3.35 -1.67 3.27 0.6442
Cl 3.6528 1.3346 7.6592 0.09 0.00 0.13 -0.2604
C 2.9846 1.0640 6.0767 0.03 0.02 -0.08 0.1062
C 2.1211 -0.0202 5.8709 0.02 0.13 -0.09 -0.8214
C 1.5647 -0.2355 4.6382 -0.21 -0.12 -0.21 -0.9794
C 1.8107 0.6319 3.5426 0.24 0.36 0.47 0.5609
O 1.2244 0.4383 2.4138 -0.07 0.00 -0.58 0.9769
C 2.6991 1.7178 3.7842 -0.08 -0.43 -0.17 1.6719
C 2.9791 2.6479 2.7344 -0.19 0.22 0.29 -0.8766
O 2.3313 2.7483 1.6930 0.16 -0.65 -0.56 -0.4059
C 3.2938 1.9020 5.0425 0.00 0.02 -0.07 -1.1286
H 1.8950 -0.6803 6.6974 0.01 -0.03 0.00 0.4458
H 0.9006 -1.0726 4.4695 0.01 -0.02 0.03 0.3736
H 3.8083 3.3537 2.9084 -0.16 0.13 -0.01 0.2749
H 3.9782 2.7299 5.1823 0.00 0.01 0.05 0.4269
N 2.9701 -0.5390 -8.5075 0.01 0.03 0.02 -0.5054
C 2.9085 -0.1419 -7.4308 0.01 -0.15 -0.33 -0.0468
C 2.8281 0.3485 -6.0895 -0.03 0.15 0.51 0.7220
C 1.6224 0.8355 -5.5885 0.08 -0.03 -0.15 -0.7038
C 1.6043 1.3135 -4.2875 0.05 -0.02 0.02 -0.1013
N 2.6801 1.3333 -3.5110 -0.17 -0.24 -0.27 0.1253
C 3.8179 0.8425 -3.9806 0.03 -0.05 -0.06 -0.4163
C 3.9512 0.3367 -5.2644 -0.08 0.02 -0.11 -0.7899
H 0.7387 0.8454 -6.2109 -0.04 -0.01 0.05 0.5052
H 0.6964 1.6930 -3.8307 -0.07 0.00 -0.10 0.2580
H 4.6579 0.8449 -3.2933 0.03 0.02 -0.03 0.4576
H 4.8954 -0.0483 -5.6222 0.01 -0.01 0.02 0.4849
O 4.2192 2.0984 -0.1473 0.52 -0.47 0.51 -0.5798
S 4.1495 0.5964 0.0108 5.16 0.24 -0.90 1.1456
O 3.5830 0.3293 1.3425 -0.83 -0.08 0.27 -0.5478
O 3.1160 0.1481 -0.9620 -0.47 -0.20 -0.19 -0.1983
O 5.4258 -0.0030 -0.2253 -0.25 -0.08 0.09 -0.7454
C -3.6152 1.7726 -1.1227 0.14 -0.09 0.20 -1.7389
C -2.1144 1.4579 -1.1833 0.28 -0.04 0.27 3.2846
C -1.9206 0.2481 -2.1097 -0.04 0.12 0.22 -2.1048
C -1.4431 2.6594 -1.8679 -0.15 -0.06 0.13 -1.5518
Si -1.2481 1.0668 0.5985 -0.67 -0.23 -0.15 -1.2586
C -2.1344 -0.5666 1.3553 0.42 0.16 -0.19 3.5769
C -1.5791 -1.8159 0.6609 0.01 0.19 -0.02 -1.9604
C -1.7841 -0.7236 2.8409 -0.02 0.18 -0.11 -2.5633
C -3.6602 -0.5959 1.2071 0.17 0.18 -0.08 -2.2100
C -1.6912 2.5802 1.8457 0.49 -0.16 -0.20 3.1928
C -1.4125 3.9164 1.1396 -0.07 -0.23 0.00 -2.0436
C -0.7600 2.5529 3.0673 -0.08 -0.06 -0.07 -2.1197
C -3.1321 2.6071 2.3693 0.10 -0.23 -0.23 -1.9687
H -3.9647 2.0569 -2.1216 0.00 0.04 -0.04 0.5593
H -3.8217 2.6005 -0.4436 -0.07 0.05 -0.10 0.2465
H -4.1982 0.9115 -0.8027 -0.06 0.11 -0.02 0.2560
H -2.2229 0.5158 -3.1295 -0.03 0.01 -0.03 0.5625
H -2.5420 -0.5924 -1.7963 0.06 -0.07 -0.05 0.2115
H -0.8784 -0.0649 -2.1237 0.00 -0.13 -0.10 0.1948
H -1.7074 2.6649 -2.9322 -0.05 0.01 -0.04 0.5955
H -0.3662 2.6225 -1.7724 0.09 0.06 -0.15 -0.2222
H -1.7859 3.5990 -1.4395 0.05 0.05 -0.08 0.3589
H -0.5209 -1.9295 0.8863 -0.04 -0.11 0.04 -0.0105
H -1.6953 -1.7727 -0.4205 0.00 -0.10 0.01 -0.3531
H -2.1084 -2.7058 1.0228 -0.02 -0.04 0.01 0.8115
H -0.7064 -0.6563 2.9750 -0.02 -0.03 0.09 0.2330
H -2.1202 -1.7047 3.1963 -0.04 -0.04 -0.01 0.6692
H -2.2653 0.0356 3.4579 0.02 -0.02 0.07 0.3260
H -3.9459 -0.7649 0.1687 -0.06 -0.05 0.03 0.3715
H -4.1235 0.3289 1.5477 -0.12 -0.06 -0.01 0.3414
H -4.0686 -1.4219 1.7998 0.01 -0.06 0.03 0.5639
H -0.4507 3.8890 0.6237 0.01 0.15 -0.05 0.3207
H -1.3849 4.7224 1.8810 0.00 0.03 0.02 0.6031
H -2.1990 4.1549 0.4233 0.04 0.05 -0.03 0.3425
H 0.2634 2.7530 2.7598 -0.01 0.03 0.10 0.0847
H -0.7795 1.6000 3.5924 0.01 0.03 0.05 0.2218
H -1.0668 3.3341 3.7728 -0.01 0.06 0.00 0.6814
H -3.8610 2.5797 1.5594 -0.08 0.02 0.10 0.3002
H -3.2916 3.5300 2.9376 0.02 0.05 0.02 0.5844
H -3.3277 1.7692 3.0381 -0.08 0.02 0.01 0.3118
O 2.8390 4.3109 -0.6440 0.21 -0.22 -0.19 -0.5577
S 2.7596 2.9811 -1.2164 -0.67 2.09 -0.65 0.5633
N 1.4487 2.2780 -0.7730 0.07 0.41 -0.48 0.0199
C -1.0686 -5.8271 0.5714 0.03 0.07 -0.10 -1.8008
C -1.3693 -5.0508 -0.6792 0.09 0.01 0.05 1.4824
C -2.6003 -5.1499 -1.3043 0.03 0.06 -0.02 -0.6255
C -2.8562 -4.4443 -2.4694 0.12 0.01 0.02 0.2994
Cl -4.4072 -4.6034 -3.2407 -0.14 0.00 -0.06 -0.2707
C -1.8934 -3.6255 -3.0231 -0.05 -0.07 0.03 -1.0502
C -0.6581 -3.5094 -2.4015 0.15 0.06 0.01 -0.5995
C -0.3896 -4.2167 -1.2373 -0.19 -0.20 -0.21 0.4946
O 0.8022 -4.2058 -0.5775 -0.03 0.06 0.17 -0.4432
C 1.8178 -3.2921 -0.9607 0.01 0.31 0.02 -1.5165
C 1.4537 -1.8297 -0.6426 -0.49 -0.87 -0.49 1.2026
O 0.9744 -1.1129 -1.5297 0.15 0.64 0.17 -0.2129
O 1.6368 -1.4299 0.5419 0.08 0.83 0.09 -0.9010
H -1.9879 -6.0901 1.0924 0.00 -0.02 0.01 0.4424
H -0.4276 -5.2432 1.2290 -0.04 -0.03 0.08 0.3221
H -0.5348 -6.7470 0.3222 0.03 -0.02 0.07 0.3861
H -3.3684 -5.7800 -0.8753 -0.02 -0.01 -0.01 0.3918
H -2.0964 -3.0766 -3.9318 -0.03 0.03 0.01 0.4053
H 0.0671 -2.8240 -2.8125 0.04 0.00 0.01 0.4074
H 2.0534 -3.3823 -2.0245 -0.02 -0.02 0.04 0.3193
H 2.6807 -3.5650 -0.3567 0.01 -0.02 -0.08 0.4676
```
Forces are in eV/Å.

Its total charge is -1. The HOMO-LUMO gap is 7.135 eV.

Calculated calculated total energy in order - -5112.0730 -234.3760 -4301.5034 a.u.
Calculated energy above the lowest of the compared OMol25 structures with the same formula, charge and spin in order - 34.02 142.12 66.58 kcal per mole